The following is a DFT calculation (ωB97M-V/def2-TZVPD) of a gas-phase ion, C3H9N2O (charge +1) in a non-equilibrium geometry.

```
! RIJCOSX wB97M-V def2-TZVPD def2/J DEFGRID3
* xyz 1 1
C 0.199 0.299 -1.157
C 0.418 -0.161 0.214
C 1.253 -1.348 0.715
N -0.710 0.416 1.149
N -1.213 0.934 -1.323
O 1.072 0.904 -0.293
H 0.466 -0.163 -2.144
H 2.089 -1.017 1.176
H 1.618 -2.169 -0.008
H 0.711 -1.890 1.538
H -1.360 -0.191 1.524
H -0.486 1.054 1.984
H -1.105 1.860 -1.797
H -1.272 1.013 0.485
H -1.681 0.459 -2.063
*
```

Values from the calculation:
Molecular weight: 89.12 g/mol
F_max: 0.0865 hartree/bohr
SMILES string: C[C@@]1([NH3+])O[C@@H]1N
Frontier orbital gap: 11.86 eV
Energy above the lowest of the compared OMol25 structures with the same formula, charge and spin: 290.8 kJ/mol


The following is a DFT calculation (ωB97M-V/def2-TZVPD) of a molecular structure, C11H33Cl2MnO14P3 in a non-equilibrium geometry.

```
! RIJCOSX wB97M-V def2-TZVPD def2/J DEFGRID3
* xyz 1 7
Mn -0.249 -0.453 0.232
Cl 1.388 -0.104 -1.813
Cl -1.539 -1.060 2.171
C 1.955 -4.195 2.205
O 2.162 -4.364 0.813
P 1.044 -3.793 -0.280
O 0.459 -2.474 0.149
O 1.983 -3.662 -1.631
C 2.362 -4.922 -2.109
O 0.002 -5.014 -0.593
C -1.332 -4.664 -0.844
H 1.280 -3.405 2.534
H 2.850 -3.787 2.675
H 1.638 -5.111 2.704
H 2.569 -4.572 -3.120
H 1.606 -5.708 -2.096
H 3.300 -5.233 -1.648
H -1.536 -4.628 -1.914
H -1.735 -3.737 -0.437
H -1.861 -5.522 -0.428
C 0.429 4.258 -0.664
O -0.786 3.916 -1.191
P -1.714 2.695 -0.683
O -1.014 1.472 -0.085
O -2.729 3.452 0.366
C -2.451 3.737 1.703
O -2.503 2.306 -2.060
C -3.355 3.200 -2.730
H 1.118 4.705 -1.382
H 0.991 3.479 -0.148
H 0.325 5.119 -0.005
H -3.301 3.367 2.276
H -2.305 4.809 1.568
H -1.541 3.194 1.961
H -3.529 4.222 -2.393
H -4.347 2.750 -2.736
H -3.148 3.214 -3.800
C 0.774 2.838 3.215
O 2.042 2.807 2.528
P 2.373 1.582 1.531
O 1.283 0.665 1.175
O 3.072 2.180 0.287
C 4.153 3.130 0.340
O 3.571 0.852 2.377
C 4.089 -0.436 1.945
H 0.085 2.031 2.969
H 0.293 3.816 3.196
H 0.913 2.651 4.279
H 4.959 2.833 -0.331
H 4.338 3.590 1.311
H 3.744 3.948 -0.253
H 5.152 -0.483 2.185
H 4.034 -0.584 0.867
H 3.516 -1.279 2.331
C -4.113 -1.632 -1.624
C -3.155 -0.633 -1.178
O -1.859 -1.126 -1.238
O -3.820 -2.077 -2.939
H -5.127 -1.299 -1.402
H -4.045 -2.418 -0.872
H -3.283 -0.400 -0.121
H -3.202 0.216 -1.860
H -1.906 -1.420 -2.150
H -4.371 -2.838 -3.136
*
```

Values from the calculation:
Molecular weight: 608.14 g/mol
F_max: 0.1076 hartree/bohr
Frontier orbital gap (spin up / spin down): 9.35 / 4.18 eV
Energy above the lowest of the compared OMol25 structures with the same formula, charge and spin: 0.0 kJ/mol


The following is a DFT calculation (ωB97M-V/def2-TZVPD) of C35H44I6N6O15 in the gas phase.

```
! RIJCOSX wB97M-V def2-TZVPD def2/J DEFGRID3
* xyz 0 1
C 2.519 -4.734 -0.807
C 3.382 -3.945 0.146
O 4.508 -4.260 0.446
N 2.790 -2.826 0.690
C 1.495 -2.396 0.340
C 0.388 -2.690 1.138
C -0.890 -2.280 0.787
C -1.090 -1.559 -0.387
C 0.003 -1.189 -1.169
C 1.276 -1.619 -0.802
I 2.900 -1.220 -2.079
C -0.100 -0.219 -2.310
O 0.559 0.815 -2.275
N -0.917 -0.562 -3.303
H -1.326 -1.485 -3.304
C -1.023 0.180 -4.534
H -0.659 1.193 -4.356
H -2.069 0.229 -4.841
C -0.181 -0.503 -5.636
O 1.083 -0.873 -5.149
H 1.627 -0.079 -5.025
C -0.096 0.406 -6.879
H 0.668 -0.013 -7.550
O 0.174 1.745 -6.579
H 0.969 1.794 -6.019
H -1.057 0.401 -7.398
H -0.658 -1.447 -5.925
I -3.079 -1.185 -0.967
C -2.018 -2.512 1.761
O -2.173 -1.757 2.704
N -2.749 -3.608 1.533
H -2.607 -4.130 0.682
C -3.904 -3.962 2.326
H -3.904 -3.323 3.211
C -5.208 -3.751 1.532
C -6.421 -4.144 2.401
O -6.441 -3.494 3.643
H -6.556 -2.543 3.501
H -7.335 -3.936 1.829
H -6.378 -5.214 2.620
O -5.303 -2.438 1.056
H -5.414 -1.834 1.814
H -5.200 -4.385 0.638
H -3.825 -5.006 2.638
I 0.620 -3.907 2.855
C 3.509 -2.134 1.758
H 3.247 -2.560 2.732
H 4.572 -2.326 1.582
C 3.221 -0.634 1.765
O 3.720 -0.007 0.609
H 4.662 -0.210 0.520
C 3.757 0.020 3.040
N 3.215 1.367 3.243
C 3.602 2.021 4.388
O 4.351 1.493 5.173
C 3.016 3.400 4.563
H 1.932 3.344 4.640
H 3.415 3.830 5.477
H 3.276 4.040 3.723
C 2.347 1.915 2.283
C 0.969 1.692 2.351
C 0.110 2.166 1.372
C 0.640 2.827 0.267
C 2.007 3.029 0.153
C 2.841 2.605 1.177
I 4.911 2.964 1.044
C 2.617 3.598 -1.104
O 2.729 4.787 -1.322
N 3.044 2.614 -1.907
H 2.824 1.656 -1.669
C 3.762 2.836 -3.141
H 4.476 2.018 -3.263
H 4.301 3.783 -3.069
C 2.837 2.885 -4.369
O 2.065 1.705 -4.473
H 1.535 1.600 -3.655
C 1.918 4.129 -4.362
H 1.457 4.226 -5.350
O 2.607 5.318 -4.112
H 2.745 5.399 -3.151
H 1.115 3.969 -3.631
H 3.471 2.910 -5.261
I -0.652 3.538 -1.226
C -1.345 1.793 1.343
O -1.728 0.985 0.518
N -2.138 2.423 2.216
H -1.735 3.009 2.928
C -3.570 2.202 2.245
H -3.977 2.394 1.248
H -4.003 2.899 2.962
C -3.924 0.762 2.641
O -3.395 0.444 3.914
H -2.784 -0.300 3.810
C -5.447 0.568 2.709
O -5.718 -0.703 3.261
H -5.125 -0.776 4.030
H -5.893 1.346 3.341
H -5.896 0.598 1.716
H -3.517 0.083 1.887
I 0.212 0.513 3.935
H 3.498 -0.582 3.917
H 4.850 0.089 2.996
H 2.136 -0.489 1.716
H 3.036 -5.660 -1.043
H 2.355 -4.185 -1.732
H 1.556 -4.963 -0.356
*
```

Values from the calculation:
Molecular weight: 1550.19 g/mol
F_max: 0.0164 hartree/bohr
Frontier orbital gap: 8.70 eV


The following is a DFT calculation (ωB97M-V/def2-TZVPD) of C10H16N2O2 in the gas phase in a non-equilibrium geometry.

```
! RIJCOSX wB97M-V def2-TZVPD def2/J DEFGRID3
* xyz 0 1
O -1.077 2.327 -2.240
N 1.550 0.147 0.573
O -2.021 0.277 -2.519
C -0.988 1.114 -2.307
C 1.223 0.340 1.814
C -0.023 -0.307 2.139
C -0.470 -0.851 0.981
N 0.527 -0.540 0.043
C 2.061 1.222 2.686
C -0.721 -0.199 3.490
C -1.770 -1.551 0.691
C 0.828 0.174 -3.758
C 0.456 -0.841 -1.431
C 0.389 0.454 -2.298
H -2.727 0.890 -2.563
H 2.133 0.789 3.703
H 3.070 1.406 2.333
H 1.588 2.227 2.747
H -0.273 -0.858 4.239
H -0.612 0.850 3.842
H -1.780 -0.435 3.458
H -2.374 -1.608 1.595
H -2.341 -1.024 -0.106
H -1.562 -2.557 0.382
H 0.328 -0.706 -4.118
H 1.902 -0.042 -3.793
H 0.592 1.038 -4.398
H 1.389 -1.380 -1.705
H -0.364 -1.512 -1.638
H 1.068 1.155 -1.841
*
```

Values from the calculation:
Molecular weight: 196.25 g/mol
F_max: 0.0536 hartree/bohr
SMILES string: Cc1nn(C[C@@H](C)C(=O)O)c(C)c1C
Frontier orbital gap: 9.19 eV
Energy above the lowest of the compared OMol25 structures with the same formula, charge and spin: 0.0 kJ/mol


The following is a DFT calculation (ωB97M-V/def2-TZVPD) of a gas-phase ion, C4H11N2S (charge -1) in a non-equilibrium geometry.

```
! RIJCOSX wB97M-V def2-TZVPD def2/J DEFGRID3
* xyz -1 1
C -1.189 -1.298 -0.253
C -0.809 0.106 -0.668
C -1.601 1.188 0.120
S -3.421 1.012 -0.035
N 0.623 0.360 -0.629
C 1.553 -0.453 0.118
N 2.719 0.375 0.472
H -0.488 -2.043 -0.653
H -2.201 -1.513 -0.559
H -1.115 -1.373 0.835
H -1.238 0.388 -1.620
H -1.379 1.331 1.189
H -1.308 2.141 -0.310
H 0.893 1.330 -0.597
H 1.064 -0.867 1.010
H 1.938 -1.288 -0.487
H 3.449 -0.278 0.738
H 2.508 0.883 1.329
*
```

Values from the calculation:
Molecular weight: 119.21 g/mol
F_max: 0.0393 hartree/bohr
SMILES string: C[C@@H](C[S-])NCN
Frontier orbital gap: 5.62 eV
Energy above the lowest of the compared OMol25 structures with the same formula, charge and spin: 105.3 kJ/mol


The following is a DFT calculation (ωB97M-V/def2-TZVPD) of a gas-phase ion, C2H5O3S (charge -1) in a non-equilibrium geometry.

```
! RIJCOSX wB97M-V def2-TZVPD def2/J DEFGRID3
* xyz -1 1
C 0.572 -0.465 -0.308
C -0.603 0.166 0.515
O -3.006 -1.083 0.655
O -2.900 1.167 -0.391
O -0.567 1.587 0.486
S -2.404 -0.273 -0.363
H 0.529 -0.089 -1.312
H 1.523 -0.320 0.376
H 0.439 -1.498 -0.475
H -0.702 0.038 1.591
H -1.393 1.779 0.024
*
```

Values from the calculation:
Molecular weight: 109.13 g/mol
F_max: 0.0711 hartree/bohr
Frontier orbital gap: 7.28 eV
Energy above the lowest of the compared OMol25 structures with the same formula, charge and spin: 63.0 kJ/mol